{"formula": "C7H5N3OS", "method": "ωB97M-V/def2-TZVPD", "homo_energy_ha": [-0.277, -0.311], "fmax_ha_per_bohr": 0.07566, "e_tot_ev": -24688.40400, "symbols": ["C", "C", "C", "C", "C", "C", "C", "N", "N", "N", "O", "S", "H", "H", "H", "H", "H"], "coordinates": [[2.723, 0.564, 0.032], [2.512, -0.846, 0.032], [1.627, 1.420, -0.009], [1.283, -1.384, 0.177], [0.398, 0.840, -0.246], [0.184, -0.519, -0.101], [-2.230, -0.521, -0.042], [-3.405, -1.136, -0.021], [-4.527, -1.018, -0.118], [-1.061, -1.059, -0.176], [-4.287, 1.317, 0.116], [-2.786, 1.308, 0.177], [3.752, 1.071, 0.241], [3.268, -1.591, 0.073], [1.773, 2.552, 0.017], [1.307, -2.475, 0.195], [-0.530, 1.475, -0.348]], "lowdin_charge": [-0.084, -0.105, -0.101, -0.025, -0.069, -0.301, -0.507, -0.020, 0.284, 0.100, -0.616, 0.932, 0.132, 0.091, 0.131, 0.117, 0.041]}


{"formula": "C3H6ClF", "method": "ωB97M-V/def2-TZVPD", "homo_energy_ha": -0.391, "fmax_ha_per_bohr": 0.13196, "e_tot_ev": -18444.66405, "symbols": ["C", "C", "C", "H", "H", "H", "H", "H", "H", "F", "Cl"], "coordinates": [[-0.813, 1.149, -0.151], [-0.292, -0.092, 0.312], [0.963, -0.994, -0.105], [0.107, 1.854, -0.125], [-0.954, 0.982, -1.263], [-1.680, 2.090, 0.376], [-0.572, -0.137, 1.392], [1.040, -1.831, -1.093], [0.979, -1.895, 0.770], [-1.216, -1.163, -0.100], [2.438, 0.039, -0.011]], "lowdin_charge": [-0.123, -0.469, -0.557, 0.077, 0.095, 0.203, 0.142, 0.161, 0.131, -0.152, 0.492]}


{"formula": "C19H25BF7NO", "method": "ωB97M-V/def2-TZVPD", "total_charge": -1, "homo_energy_ha": [-0.216, -0.216], "fmax_ha_per_bohr": 0.02820, "s2": 0.754, "e_tot_ev": -43350.51355, "spin_multiplicity": 2, "symbols": ["C", "C", "C", "C", "C", "C", "C", "C", "F", "C", "F", "F", "C", "C", "C", "C", "C", "C", "C", "C", "C", "C", "N", "O", "H", "H", "H", "H", "H", "H", "H", "H", "H", "H", "H", "H", "H", "H", "H", "H", "H", "H", "H", "H", "H", "H", "H", "H", "H", "B", "F", "F", "F", "F"], "coordinates": [[2.975, 0.471, 2.191], [2.626, -0.016, 0.772], [3.671, -1.076, 0.391], [1.211, -0.653, 0.802], [0.288, -0.341, -0.401], [-0.524, -1.640, -0.697], [-1.284, -2.255, 0.496], [-2.666, -2.741, 0.150], [-3.192, -2.371, -1.042], [-3.385, -3.560, 0.904], [-3.244, -3.631, 2.225], [-4.291, -4.429, 0.460], [-0.714, 0.791, -0.163], [-1.145, 1.153, 1.106], [-2.058, 2.176, 1.303], [-2.573, 2.880, 0.233], [-2.178, 2.517, -1.045], [-1.267, 1.493, -1.236], [1.179, -0.128, -1.643], [2.307, 0.929, -1.525], [3.536, 0.443, -2.341], [1.859, 2.238, -2.189], [2.680, 1.174, -0.112], [2.077, 2.180, 0.417], [2.112, 0.916, 2.680], [3.317, -0.367, 2.797], [3.763, 1.223, 2.162], [3.766, -1.767, 1.225], [3.383, -1.627, -0.503], [4.637, -0.596, 0.226], [1.362, -1.736, 0.794], [0.749, -0.428, 1.756], [-1.197, -1.476, -1.536], [0.219, -2.373, -1.026], [-1.305, -1.591, 1.362], [-0.724, -3.136, 0.816], [-0.799, 0.642, 1.993], [-2.378, 2.411, 2.309], [-3.278, 3.690, 0.356], [-2.571, 3.042, -1.907], [-0.988, 1.261, -2.255], [0.540, 0.137, -2.482], [1.594, -1.106, -1.898], [3.581, -0.638, -2.442], [3.578, 0.939, -3.307], [4.438, 0.747, -1.804], [1.470, 1.971, -3.173], [1.060, 2.727, -1.645], [2.711, 2.899, -2.349], [-4.993, -0.273, 1.759], [-3.622, -0.342, 1.416], [-5.182, -0.877, 3.017], [-5.386, 1.079, 1.817], [-5.748, -0.955, 0.788]], "lowdin_charge": [-0.035, -0.458, -0.031, -0.055, -0.342, -0.111, -0.088, -0.206, 0.072, -0.309, 0.137, 0.127, -0.148, -0.038, -0.067, -0.077, -0.078, -0.049, -0.074, -0.445, -0.031, -0.040, -0.110, 0.005, 0.078, 0.081, 0.086, 0.082, 0.071, 0.087, 0.121, 0.097, 0.120, 0.112, 0.113, 0.117, 0.106, 0.113, 0.102, 0.098, 0.101, 0.108, 0.107, 0.065, 0.075, 0.082, 0.087, 0.071, 0.087, -1.251, 0.096, 0.077, 0.076, 0.086]}


{"formula": "C12H25OS2Si", "method": "ωB97M-V/def2-TZVPD", "total_charge": 1, "homo_energy_ha": -0.368, "fmax_ha_per_bohr": 0.05977, "e_tot_ev": -44439.13329, "symbols": ["C", "C", "C", "C", "C", "O", "Si", "C", "C", "C", "H", "H", "H", "H", "H", "H", "H", "H", "H", "H", "H", "H", "H", "H", "H", "H", "H", "H", "C", "C", "S", "C", "S", "C", "H", "H", "H", "H", "H", "H", "H"], "coordinates": [[2.680, 1.249, -0.172], [1.896, 0.149, -0.890], [0.560, -0.255, -0.341], [-0.706, 0.492, -0.732], [-1.915, -0.427, -0.821], [0.444, -1.358, 0.304], [1.143, -3.191, -0.217], [2.644, -3.283, 0.845], [-0.298, -4.233, 0.274], [1.543, -3.320, -2.023], [3.625, 1.405, -0.710], [2.114, 2.191, -0.174], [2.907, 0.980, 0.868], [1.689, 0.505, -1.908], [2.538, -0.741, -0.964], [-0.433, 0.891, -1.722], [-2.823, 0.154, -1.010], [-1.812, -1.161, -1.624], [-2.054, -0.942, 0.136], [2.988, -4.326, 0.870], [3.465, -2.667, 0.454], [2.428, -2.967, 1.873], [-0.046, -5.293, 0.137], [-0.560, -4.083, 1.328], [-1.184, -4.022, -0.337], [1.680, -4.393, -2.236], [0.742, -2.952, -2.678], [2.480, -2.814, -2.292], [-2.406, 4.413, 1.326], [-1.005, 3.960, 1.719], [-0.086, 3.113, 0.392], [-1.109, 1.659, 0.131], [-2.362, 2.670, -0.778], [-3.173, 3.245, 0.723], [-2.937, 4.780, 2.209], [-2.353, 5.242, 0.607], [-0.377, 4.831, 1.962], [-1.030, 3.274, 2.571], [-1.480, 1.296, 1.106], [-3.244, 2.398, 1.415], [-4.173, 3.532, 0.379]], "lowdin_charge": [-0.075, -0.154, -0.193, -0.368, -0.056, -0.015, 0.648, -0.158, -0.153, -0.155, 0.094, 0.002, 0.094, 0.138, 0.101, 0.152, 0.061, 0.094, 0.097, 0.056, 0.046, 0.054, 0.056, 0.053, 0.048, 0.061, 0.049, 0.045, -0.302, -0.452, 0.836, -0.774, 0.861, -0.475, 0.119, 0.118, 0.089, 0.085, 0.106, 0.086, 0.082]}


What did we get for energy relative to the best compared isomer or geometry (same formula, charge and spin)? Answer: 3.157, 3.491, 0.000, 0.000 eV, in the order shown.